Here is a single C15H20N2O2 molecule from the Open Molecules 2025 dataset. Energies are from the ωB97M-V functional and the def2-TZVPD basis.

Values from the calculation:
* HOMO-LUMO gap: 9.79 eV
* spin multiplicity: 1
* net charge: 0
* SMILES string: O=C(Cc1ccccc1)NCC(=O)N1CCCCC1
* LUMO level: 0.692 eV
* total energy: -843.61920 Eh

Cartesian coordinates (Å):
O -1.12 -0.01 0.89
C -1.15 0.97 0.18
N -0.17 1.90 0.17
H -0.21 2.68 -0.47
C 1.01 1.81 1.01
C 2.27 1.61 0.16
O 2.97 2.57 -0.11
N 2.54 0.37 -0.29
C 1.85 -0.86 0.02
H 0.89 -0.67 0.51
C 2.74 -1.74 0.90
C 4.06 -2.02 0.18
C 4.73 -0.71 -0.20
C 3.77 0.15 -1.03
H 4.21 1.12 -1.25
H 3.53 -0.36 -1.97
H 5.64 -0.89 -0.77
H 5.00 -0.16 0.71
H 4.71 -2.61 0.83
H 3.86 -2.61 -0.72
H 2.21 -2.67 1.12
H 2.93 -1.23 1.84
H 1.64 -1.37 -0.92
H 0.85 1.01 1.73
H 1.14 2.76 1.54
C -2.28 1.28 -0.81
C -3.52 0.51 -0.47
C -4.61 1.15 0.12
C -5.74 0.43 0.46
C -5.79 -0.94 0.23
C -4.71 -1.58 -0.34
C -3.58 -0.86 -0.69
H -2.73 -1.36 -1.13
H -4.74 -2.64 -0.52
H -6.67 -1.50 0.50
H -6.58 0.93 0.91
H -4.57 2.21 0.31
H -2.48 2.35 -0.81
H -1.92 0.99 -1.80

Here is 2 unconnected molecules or ions with the total composition C15H20N3O5 in a non-equilibrium geometry from the Open Molecules 2025 dataset. Energies are from the ωB97M-V functional and the def2-TZVPD basis.

Values from the calculation:
* HOMO-LUMO gap: 7.40 eV
* spin multiplicity: 1
* net charge: -1
* LUMO level: 2.550 eV
* total energy: -1124.19966 Eh

Cartesian coordinates (Å):
O 3.99 -2.32 2.30
O -3.20 0.35 -2.75
O 1.33 0.90 0.96
O 0.18 2.07 -4.93
O 2.14 -0.46 -0.58
C 3.17 -1.42 2.14
C -3.35 1.56 -2.71
C 1.56 0.59 -0.23
C -0.45 1.46 -4.07
C 1.13 -2.90 6.74
C 1.98 -3.58 5.87
C 0.60 -1.66 6.36
C 2.31 -3.03 4.63
C 0.93 -1.11 5.11
C 1.80 -1.78 4.23
N 2.11 -1.15 3.00
N -0.80 0.18 -4.22
N -2.36 2.45 -2.72
C -4.74 2.13 -2.62
C -0.42 -0.66 -5.35
C 1.10 1.54 -1.35
C -0.43 1.53 -1.49
C -0.91 2.19 -2.79
H 3.37 -0.71 1.35
H 0.88 -3.32 7.71
H 2.40 -4.54 6.15
H -0.07 -1.12 7.02
H 2.96 -3.60 3.98
H 0.52 -0.15 4.81
H 1.55 -0.35 2.70
H -1.41 -0.21 -3.51
H -2.63 3.42 -2.67
H -4.92 2.79 -3.47
H -5.46 1.32 -2.63
H -4.84 2.69 -1.69
H -0.77 -1.67 -5.20
H -0.85 -0.25 -6.27
H 0.67 -0.66 -5.44
H 1.55 1.22 -2.29
H 1.44 2.56 -1.14
H -0.85 2.06 -0.63
H -0.78 0.50 -1.45
H -0.42 3.16 -2.83

Here is 2 unconnected molecules or ions with the total composition C15H20NO7S2 in a non-equilibrium geometry from the Open Molecules 2025 dataset. Energies are from the ωB97M-V functional and the def2-TZVPD basis.

Values from the calculation:
* HOMO-LUMO gap: 4.40 eV
* spin multiplicity: 1
* net charge: -1
* LUMO level: 2.189 eV
* total energy: -1961.25028 Eh

Cartesian coordinates (Å):
C -1.32 -1.38 1.32
C -0.64 -0.10 1.31
C -1.27 1.21 1.22
N 0.72 -0.11 1.34
O 1.31 1.00 1.29
O 1.33 -1.20 1.41
H -2.41 -1.24 1.24
H -1.00 -2.01 0.47
H -1.12 -1.94 2.25
H -2.36 1.11 1.19
H -1.01 1.85 2.08
H -0.96 1.76 0.32
C -6.80 -0.86 5.64
O -6.00 0.32 5.37
C -4.71 0.34 5.79
C -4.12 -0.71 6.54
C -2.78 -0.65 6.85
C -1.99 0.46 6.48
C -0.59 0.56 6.81
C 0.31 -0.41 6.58
S 2.00 -0.30 7.14
O 2.82 0.17 6.04
O 2.00 0.38 8.42
C 2.31 -2.05 7.44
C 2.42 -2.88 6.18
C 1.51 -2.42 5.04
S -0.10 -1.89 5.67
O -0.57 -2.89 6.61
O -0.92 -1.52 4.54
C -2.62 1.55 5.84
C -3.94 1.48 5.46
H -7.75 -0.64 5.17
H -6.35 -1.76 5.19
H -6.93 -1.02 6.72
H -4.72 -1.58 6.83
H -2.34 -1.47 7.43
H -0.23 1.48 7.27
H 3.27 -2.00 7.98
H 1.52 -2.41 8.11
H 3.46 -2.87 5.84
H 2.18 -3.92 6.41
H 1.93 -1.60 4.45
H 1.21 -3.25 4.38
H -2.02 2.42 5.60
H -4.42 2.29 4.92

Here is 2 unconnected molecules or ions with the total composition C15H20O3 in a non-equilibrium geometry from the Open Molecules 2025 dataset. Energies are from the ωB97M-V functional and the def2-TZVPD basis.

Values from the calculation:
* HOMO-LUMO gap: 4.34 eV
* spin multiplicity: 1
* net charge: 0
* LUMO level: -1.995 eV
* total energy: -809.17957 Eh

Cartesian coordinates (Å):
C 3.01 0.44 -1.51
O 1.62 0.71 -1.19
C 0.69 -0.19 -1.35
C -0.68 0.15 -1.48
C -1.62 -0.91 -1.43
C -2.97 -0.66 -1.54
C -3.45 0.65 -1.72
C -4.93 0.87 -1.85
C -2.53 1.70 -1.79
C -1.17 1.48 -1.66
H 3.49 1.42 -1.58
H 3.46 -0.16 -0.72
H 3.09 -0.07 -2.48
H 0.99 -1.25 -1.38
H -1.24 -1.92 -1.28
H -3.69 -1.49 -1.49
H -5.16 1.93 -1.90
H -5.32 0.37 -2.75
H -5.44 0.42 -0.98
H -2.90 2.71 -1.94
H -0.44 2.29 -1.71
C 0.52 1.02 2.23
C 1.11 -0.32 1.99
C 0.21 -1.43 1.69
C 0.73 -2.83 1.47
O -1.02 -1.26 1.56
C 2.55 -0.47 1.99
C 3.40 0.70 2.47
O 3.16 -1.47 1.56
H 1.10 1.79 1.70
H -0.51 1.05 1.88
H 0.52 1.29 3.30
H 1.81 -2.89 1.62
H 0.19 -3.50 2.14
H 0.50 -3.12 0.44
H 2.88 1.38 3.14
H 4.29 0.29 2.97
H 3.74 1.27 1.59

Here is a single C15H20O6 molecule in a non-equilibrium geometry from the Open Molecules 2025 dataset. Energies are from the ωB97M-V functional and the def2-TZVPD basis.

Values from the calculation:
* HOMO-LUMO gap: 10.30 eV
* spin multiplicity: 1
* net charge: 0
* SMILES string: C[C@@]12COC(=O)[C@]1(C)[C@@H](O)[C@]13CC(=O)O[C@@]1(C)CC[C@]23O
* LUMO level: 0.376 eV
* total energy: -1035.04971 Eh

Cartesian coordinates (Å):
O -0.86 -2.53 3.74
O -1.05 1.29 -3.00
O -2.28 -0.22 -0.55
O 0.25 2.77 -1.75
O -1.09 -0.25 3.68
O 1.72 -0.47 1.56
C -0.90 -1.46 3.12
C -0.28 1.55 -2.09
C -2.75 1.00 2.56
C -0.46 1.96 2.85
C 0.31 -0.88 -1.65
C 0.97 1.67 2.39
C -0.79 -1.44 1.64
C -1.18 0.51 -0.06
C 2.57 0.84 -0.68
C 0.77 2.68 -0.42
C -1.25 0.72 2.59
C 0.02 0.49 -1.02
C 0.82 0.62 1.28
C -0.64 0.08 1.32
C 1.10 1.17 -0.17
H -2.54 0.16 -1.40
H 1.93 -1.00 0.80
H -3.10 1.23 3.56
H -3.01 1.89 1.93
H -3.31 0.15 2.16
H -0.86 2.77 2.26
H -0.48 2.18 3.90
H 1.12 -0.86 -2.40
H 0.61 -1.60 -0.88
H -0.59 -1.26 -2.16
H 1.45 2.57 2.09
H 1.57 1.22 3.22
H -1.74 -1.86 1.25
H 0.02 -2.07 1.27
H -1.62 1.52 0.06
H 3.27 1.24 0.07
H 2.78 -0.25 -0.78
H 2.78 1.33 -1.65
H 1.67 3.25 -0.35
H 0.11 3.12 0.33

Here is a molecular structure, C15H21AsN3O3PtSSbSe4 from the Open Molecules 2025 dataset. Energies are from the ωB97M-V functional and the def2-TZVPD basis.

Values from the calculation:
* HOMO-LUMO gap: 5.82 eV
* spin multiplicity: 1
* net charge: -2
* LUMO level: 3.230 eV
* total energy: -13573.64088 Eh

Cartesian coordinates (Å):
Pt 1.72 -1.81 -0.91
Se 1.77 -6.58 -0.37
Sb 2.44 -5.09 -2.15
Se 0.67 -3.30 -2.57
Se 3.67 -3.20 -1.00
Se 3.36 -5.98 -4.18
O -0.79 6.61 -0.11
S -1.98 6.96 -0.87
O -3.19 7.11 -0.08
O -1.78 7.97 -1.89
C -2.35 5.46 -1.85
N -3.32 5.57 -2.76
C -3.60 4.49 -3.46
C -2.94 3.28 -3.28
C -1.96 3.26 -2.30
N -1.66 4.35 -1.59
C -1.17 2.04 -1.98
C -1.47 0.79 -2.49
C -0.70 -0.31 -2.14
N 0.34 -0.22 -1.30
C 0.64 0.99 -0.81
C -0.08 2.13 -1.12
H -4.38 4.59 -4.20
H -3.19 2.42 -3.88
H -2.30 0.63 -3.16
H -0.92 -1.30 -2.52
H 1.49 1.02 -0.15
H 0.19 3.09 -0.69
C 0.42 0.44 2.77
C 1.56 -0.56 2.89
As 1.58 -1.96 1.50
C 2.87 -3.20 2.29
C 2.59 -3.63 3.73
C -0.08 -2.95 1.77
C -1.29 -2.37 1.04
H 0.53 1.25 3.50
H -0.54 -0.04 2.95
H 0.38 0.90 1.78
H 1.54 -1.05 3.86
H 2.53 -0.07 2.79
H 3.85 -2.72 2.19
H 2.88 -4.06 1.63
H 2.64 -2.80 4.44
H 3.32 -4.37 4.04
H 1.61 -4.09 3.82
H -0.25 -3.03 2.85
H 0.15 -3.95 1.39
H -1.54 -1.37 1.38
H -2.16 -3.01 1.20
H -1.09 -2.34 -0.03

Here is a molecular structure, C15H21AuBrGe2O7P2 from the Open Molecules 2025 dataset. Energies are from the ωB97M-V functional and the def2-TZVPD basis.

Values from the calculation:
* HOMO-LUMO gap (spin up / spin down): 5.22 / 7.55 eV
* spin multiplicity: 2
* net charge: -2
* LUMO level (spin up / spin down): 4.869 / 4.863 eV
* total energy: -8657.51126 Eh

Cartesian coordinates (Å):
Au -0.79 -0.10 -1.19
O -0.97 1.03 3.74
P -0.92 0.72 2.14
O -2.08 -0.11 1.76
O 0.50 0.29 1.90
O -1.09 2.23 1.59
P -1.17 2.83 0.09
O -2.71 2.51 -0.33
O -0.97 4.30 0.16
O -0.30 1.99 -0.82
H -1.89 0.93 4.02
H -3.24 3.28 -0.08
C 2.07 0.54 -3.43
Ge 2.80 -0.70 -2.07
C 4.78 -0.69 -2.39
C 2.27 -2.52 -2.60
Ge 1.88 -0.08 0.21
C 2.86 -1.33 1.43
C 2.84 -1.18 2.82
C 3.58 -2.01 3.65
C 4.35 -3.03 3.12
C 4.37 -3.21 1.74
C 3.64 -2.37 0.92
C 2.73 1.69 0.56
C 3.55 2.27 -0.41
C 4.18 3.49 -0.21
C 3.99 4.18 0.98
C 3.17 3.63 1.96
C 2.54 2.41 1.74
H 2.38 0.21 -4.42
H 2.43 1.56 -3.26
H 0.98 0.55 -3.37
H 4.96 -1.02 -3.42
H 5.30 -1.38 -1.72
H 5.22 0.30 -2.26
H 2.55 -2.69 -3.64
H 1.19 -2.65 -2.51
H 2.76 -3.28 -1.99
H 2.22 -0.40 3.25
H 3.54 -1.85 4.72
H 4.93 -3.68 3.77
H 4.96 -4.01 1.30
H 3.68 -2.53 -0.15
H 3.71 1.76 -1.35
H 4.81 3.91 -0.99
H 4.47 5.14 1.15
H 2.99 4.16 2.88
H 1.88 2.01 2.50
Br -1.66 -2.16 -2.28

Here is a molecular structure, C15H21BN8SeSiV in a non-equilibrium geometry from the Open Molecules 2025 dataset. Energies are from the ωB97M-V functional and the def2-TZVPD basis.

Values from the calculation:
* HOMO-LUMO gap (spin up / spin down): 5.74 / 5.78 eV
* spin multiplicity: 1
* net charge: +3
* LUMO level (spin up / spin down): -11.284 / -11.246 eV
* total energy: -4681.10689 Eh

Cartesian coordinates (Å):
V -0.10 0.03 -0.01
C 2.47 2.36 -2.13
C 1.14 2.17 -1.88
N 0.99 1.13 -1.00
N 2.26 0.66 -0.69
C 3.14 1.39 -1.36
B 2.55 -0.52 0.35
N 1.84 -0.10 1.72
C 2.29 -0.06 2.96
C 1.24 0.28 3.83
C 0.14 0.44 3.05
N 0.48 0.21 1.74
N 1.77 -1.80 -0.16
C 2.10 -3.08 -0.25
C 1.01 -3.82 -0.73
C 0.00 -2.92 -0.89
N 0.43 -1.68 -0.53
N 3.99 -0.69 0.50
C 4.92 -1.50 -0.12
C 6.16 -1.08 0.27
C 5.91 0.02 1.12
N 4.63 0.27 1.25
H 2.92 3.09 -2.77
H 0.28 2.69 -2.26
H 4.20 1.20 -1.26
H 3.33 -0.26 3.17
H 1.31 0.38 4.90
H -0.87 0.70 3.31
H 3.07 -3.43 0.05
H 0.99 -4.88 -0.92
H -1.01 -3.07 -1.23
H 4.65 -2.28 -0.81
H 7.11 -1.49 -0.02
H 6.63 0.65 1.62
C -6.10 0.10 -2.31
Si -6.12 1.12 -0.81
C -6.47 0.35 0.80
C -5.78 2.90 -0.91
Se -2.16 0.42 -0.31
H -7.11 0.09 -2.74
H -5.83 -0.93 -2.10
H -5.44 0.51 -3.07
H -7.55 0.38 0.98
H -5.99 0.89 1.62
H -6.17 -0.70 0.83
H -6.73 3.43 -1.06
H -5.14 3.14 -1.76
H -5.35 3.29 0.01

Here is a molecular structure, C15H21BeBr2ClF3K2NNaO16P in a non-equilibrium geometry from the Open Molecules 2025 dataset. Energies are from the ωB97M-V functional and the def2-TZVPD basis.

Values from the calculation:
* HOMO-LUMO gap: 2.46 eV
* spin multiplicity: 1
* net charge: 0
* LUMO level: -2.824 eV
* total energy: -9468.49103 Eh

Cartesian coordinates (Å):
O 0.16 -1.47 2.71
C 0.98 -0.63 2.55
O 2.25 -1.07 2.08
C 2.96 0.09 1.74
O 3.93 0.16 1.07
C 2.23 1.28 2.30
P 2.87 3.01 2.40
O 1.93 4.03 1.46
O 4.37 3.15 2.03
C 1.01 0.85 2.77
C -0.01 1.73 3.41
C -1.44 1.16 3.49
C -2.20 0.96 2.18
F -1.91 -0.20 1.56
Br -4.11 0.84 2.70
C -2.12 2.08 1.10
F -2.59 3.29 1.59
F -0.92 2.15 0.53
Br -3.30 1.67 -0.41
H 1.49 4.59 2.14
H 4.70 2.99 1.06
H -0.01 2.65 2.87
H 0.32 1.97 4.42
H -2.03 1.87 4.07
H -1.43 0.25 4.08
O 0.35 3.41 -1.98
H 0.64 3.25 -1.09
K -0.26 4.18 1.46
C -4.35 -2.72 1.44
O -5.00 -3.75 2.17
C -6.33 -3.69 2.03
O -6.92 -2.87 1.37
O -6.87 -4.67 2.72
C -8.30 -4.73 2.66
H -3.28 -2.81 1.60
H -4.55 -2.83 0.37
H -4.68 -1.75 1.81
H -8.63 -4.89 1.64
H -8.74 -3.82 3.06
H -8.60 -5.58 3.27
C -0.10 1.11 -3.09
O 1.07 0.78 -3.10
O -0.71 1.96 -3.96
O -1.01 0.56 -2.28
Na -5.37 -0.02 -0.33
K 1.41 -0.20 -0.19
Cl 0.21 2.54 -5.21
C 4.62 -0.84 -4.21
C 3.46 -1.64 -4.77
C 3.67 -3.13 -4.61
O 3.29 -1.32 -6.16
H 5.55 -1.09 -4.73
H 4.45 0.23 -4.34
H 4.77 -1.04 -3.14
H 2.54 -1.34 -4.27
H 4.57 -3.45 -5.15
H 2.83 -3.69 -5.03
H 3.78 -3.41 -3.56
H 4.10 -1.57 -6.61
Be -0.65 -0.91 -2.86
N 6.50 3.10 -0.20
O 5.43 2.41 -0.34
O 6.47 4.09 0.55
O 7.51 2.77 -0.81

Here is a molecular structure, C15H21BrF4N4Si in a non-equilibrium geometry from the Open Molecules 2025 dataset. Energies are from the ωB97M-V functional and the def2-TZVPD basis.

Values from the calculation:
* HOMO-LUMO gap: 4.50 eV
* spin multiplicity: 1
* net charge: 0
* LUMO level: -1.186 eV
* total energy: -4066.00626 Eh

Cartesian coordinates (Å):
C 4.03 0.30 1.95
Si 3.20 0.45 0.25
C 4.55 0.59 -1.03
C 2.17 2.04 0.12
C 0.93 2.00 1.04
C -0.25 2.78 0.51
F -0.80 3.58 1.47
F 0.04 3.61 -0.53
C -1.36 1.86 0.04
N -1.86 0.81 0.65
C -2.82 0.37 -0.17
N -3.57 -0.69 0.12
F -3.30 -1.32 1.28
C -4.65 -1.26 -0.64
C -5.99 -1.05 0.08
F -6.41 -2.21 0.69
N -2.90 1.12 -1.29
N -1.95 2.08 -1.13
C 2.01 -1.02 0.09
C 0.74 -0.91 -0.46
C -0.10 -1.99 -0.57
C 0.33 -3.22 -0.10
C 1.58 -3.35 0.45
C 2.43 -2.27 0.53
H 3.35 -0.20 2.64
H 4.36 1.26 2.34
H 4.91 -0.33 1.83
H 4.25 0.31 -2.08
H 4.89 1.64 -0.99
H 5.39 -0.03 -0.70
H 1.91 2.21 -0.93
H 2.79 2.88 0.43
H 0.66 0.99 1.32
H 1.22 2.50 1.97
H -4.48 -2.32 -0.80
H -4.72 -0.73 -1.58
H -5.84 -0.31 0.87
H -6.76 -0.65 -0.59
H -3.50 1.01 -2.09
H -1.78 2.80 -1.81
H 0.41 0.06 -0.82
H -1.08 -1.89 -1.02
H -0.31 -4.09 -0.16
H 1.93 -4.31 0.81
H 3.43 -2.37 0.94
Br 2.91 -0.72 -2.95

Please write out number 8 again, unchanged.
Here is a molecular structure, C15H21BN8SeSiV in a non-equilibrium geometry from the Open Molecules 2025 dataset. Energies are from the ωB97M-V functional and the def2-TZVPD basis.

Values from the calculation:
* HOMO-LUMO gap (spin up / spin down): 5.74 / 5.78 eV
* spin multiplicity: 1
* net charge: +3
* LUMO level (spin up / spin down): -11.284 / -11.246 eV
* total energy: -4681.10689 Eh

Cartesian coordinates (Å):
V -0.10 0.03 -0.01
C 2.47 2.36 -2.13
C 1.14 2.17 -1.88
N 0.99 1.13 -1.00
N 2.26 0.66 -0.69
C 3.14 1.39 -1.36
B 2.55 -0.52 0.35
N 1.84 -0.10 1.72
C 2.29 -0.06 2.96
C 1.24 0.28 3.83
C 0.14 0.44 3.05
N 0.48 0.21 1.74
N 1.77 -1.80 -0.16
C 2.10 -3.08 -0.25
C 1.01 -3.82 -0.73
C 0.00 -2.92 -0.89
N 0.43 -1.68 -0.53
N 3.99 -0.69 0.50
C 4.92 -1.50 -0.12
C 6.16 -1.08 0.27
C 5.91 0.02 1.12
N 4.63 0.27 1.25
H 2.92 3.09 -2.77
H 0.28 2.69 -2.26
H 4.20 1.20 -1.26
H 3.33 -0.26 3.17
H 1.31 0.38 4.90
H -0.87 0.70 3.31
H 3.07 -3.43 0.05
H 0.99 -4.88 -0.92
H -1.01 -3.07 -1.23
H 4.65 -2.28 -0.81
H 7.11 -1.49 -0.02
H 6.63 0.65 1.62
C -6.10 0.10 -2.31
Si -6.12 1.12 -0.81
C -6.47 0.35 0.80
C -5.78 2.90 -0.91
Se -2.16 0.42 -0.31
H -7.11 0.09 -2.74
H -5.83 -0.93 -2.10
H -5.44 0.51 -3.07
H -7.55 0.38 0.98
H -5.99 0.89 1.62
H -6.17 -0.70 0.83
H -6.73 3.43 -1.06
H -5.14 3.14 -1.76
H -5.35 3.29 0.01